A molecular structure, ClF2N2O6Pt at a distorted geometry. Source: OMol25; level of theory: ωB97M-V/def2-TZVPD.

Summary:
Kohn-Sham gap (alpha / beta) ... 6.5 / 6.5 eV
Charge ... -3
Electronic energy ... -36458.21551 eV
Multiplicity ... 3
LUMO level (alpha / beta) ... 8.27 / 8.24 eV
Strongest force on any atom ... 2.22 eV/A

Each line ends with the Mulliken charge.
Element x y z (Å)
1 Pt -0.5224 0.3141 1.4701  1.448
2 N -1.2661 0.3121 -2.1064  0.956
3 O -0.3954 1.1803 -2.2207  -0.620
4 O -1.5712 -0.1327 -0.9840  -0.599
5 O -1.9046 -0.1188 -3.1116  -0.742
6 N 2.2510 -0.9379 0.0970  0.897
7 O 3.2242 -1.5280 0.6181  -0.670
8 O 2.3996 -0.3485 -0.9720  -0.616
9 O 1.1451 -0.9209 0.7141  -0.626
10 F -2.6858 -0.1879 1.6448  -0.830
11 F -0.3595 -0.3800 3.5780  -0.796
12 Cl -0.3150 2.7483 1.2724  -0.800

Forces on atoms 1 to 6 (eV/Å):
Pt -2.1 -0.3 0.6
N -0.4 0.1 0.4
O 0.1 0.1 -0.5
O 0.2 -0.1 0.1
O 0.2 0.1 -0.4
N 0.4 0.7 0.3